# C2H2BrClO

C2H2BrClO in the gas phase in a non-equilibrium geometry (wB97M-V/def2-TZVPD, the OMol25 dataset).

```
7
C2H2BrClO wB97M-V/def2-TZVPD
Cl 0.90 -1.44 1.77
C 0.64 -0.79 0.31
C -0.02 0.55 0.17
O -0.20 1.04 -1.02
Br -2.14 0.82 -1.79
H 1.02 -1.41 -0.45
H -0.20 1.23 1.00
```

Energy above the lowest of the compared OMol25 structures with the same formula, charge and spin = 300.8 kJ/mol
Energy = -3186.73036 hartree
Total charge = 0
E_LUMO (spin up / spin down) = -2.0370 / -1.7303 eV
Orbital gap (spin up / spin down) = 7.16 / 7.68 eV
SMILES = Cl/C=C/OBr

# C4H25N2O10

9 unconnected molecules or ions with the total composition C4H25N2O10 in a non-equilibrium geometry (wB97M-V/def2-TZVPD, the OMol25 dataset).

```
41
C4H25N2O10 wB97M-V/def2-TZVPD
O 1.89 1.78 2.05
C 1.09 0.93 2.38
N 1.51 -0.05 3.27
C -0.37 0.88 1.96
C -0.57 1.73 0.72
N -0.81 -0.54 1.82
C -0.24 -1.29 0.69
O -1.14 -1.37 -0.33
H 2.41 -0.09 3.61
H 0.91 -0.85 3.43
H -0.98 1.28 2.78
H -0.19 2.78 0.90
H 0.05 1.34 -0.13
H -1.57 1.77 0.38
H -1.80 -0.69 1.81
H 0.70 -0.81 0.32
H -0.05 -2.36 1.05
H -0.25 1.34 -2.22
H 1.16 0.88 -2.66
O 0.65 1.65 -2.53
H 2.67 -0.99 -1.41
H 2.73 0.56 -1.49
O 2.46 -0.29 -2.01
H 1.94 -2.70 0.38
H 1.61 -2.94 -1.14
O 2.35 -2.89 -0.46
H -4.13 1.80 -0.50
H -3.17 0.87 -1.19
O -4.10 0.96 -0.85
H -1.38 -0.24 -1.00
H -1.90 0.12 -2.57
O -1.68 0.57 -1.77
H 2.34 2.06 0.09
H 1.78 2.19 -1.36
O 2.66 2.12 -0.80
H -3.93 -0.46 0.16
H -2.73 -1.40 0.25
O -3.58 -1.17 0.71
H 0.81 -1.66 -2.50
H -0.35 -2.12 -1.54
O 0.34 -2.49 -2.19
```

Energy above the lowest of the compared OMol25 structures with the same formula, charge and spin = 75.7 kJ/mol
Energy = -1029.45178 hartree
Total charge = -1
E_LUMO = 3.0744 eV
Orbital gap = 8.99 eV

# C4H4ClN3

C4H4ClN3 in the gas phase in a non-equilibrium geometry (wB97M-V/def2-TZVPD, the OMol25 dataset).

```
12
C4H4ClN3 wB97M-V/def2-TZVPD
C 2.44 1.60 0.03
C 0.08 0.44 0.36
C 3.37 0.60 -0.55
C -1.28 -0.21 0.43
N 0.47 1.27 1.21
N 0.84 -0.01 -0.72
N 1.94 0.68 -0.74
Cl 3.97 -0.75 0.40
H 4.02 0.82 -1.39
H -1.57 -0.53 -0.56
H -1.18 -1.09 1.08
H -2.00 0.47 0.86
```

Energy above the lowest of the compared OMol25 structures with the same formula, charge and spin = 754.4 kJ/mol
Energy = -779.02302 hartree
Total charge = 0
E_LUMO (spin up / spin down) = -2.2543 / -1.4113 eV
Orbital gap (spin up / spin down) = 7.05 / 7.94 eV